DFT (wB97M-V/def2-TZVPD) results for a gas-phase ion, C6H11N (charge -1) in a non-equilibrium geometry.

Results
Net charge   -1
HOMO level (spin up / spin down)   0.8527 / -2.1110 eV
Energy relative to the best compared isomer or geometry (same formula, charge and spin)   31.0 kcal per mole
Multiplicity   2
Energy   -7887.12155 eV
Gap between HOMO and LUMO (spin up / spin down)   0.120 / 0.223 hartree

Positions of all 18 atoms, in Å:
C: 2.338 0.502 0.002
N: 1.084 0.477 -0.700
C: -0.007 -0.189 -0.159
C: -1.348 0.049 -0.634
C: -1.869 1.109 -1.520
C: -0.567 -1.290 2.133
C: 0.132 -1.057 1.025
H: 3.068 0.919 -0.649
H: 2.697 -0.491 0.282
H: 2.478 1.161 0.901
H: 0.951 1.246 -1.333
H: -2.138 -0.565 -0.118
H: -1.470 0.988 -2.590
H: -1.495 2.112 -1.290
H: -3.035 1.045 -1.571
H: -0.340 -2.190 2.777
H: -1.444 -0.715 2.429
H: 1.067 -1.594 0.979

Here are the natural (NBO) charges for atoms 1 to 2, given in e:
1. C -0.4021
2. N -0.6414